The following is a quantum chemistry calculation of a 4-piece molecular cluster, C14H25Br2N3 overall at a distorted geometry, from OMol25.

Cartesian coordinates (Å):
Br (-8.428, 10.102, 5.162)
C (-7.885, 8.240, 5.207)
C (-7.414, 7.809, 3.859)
Br (-6.701, 6.012, 3.999)
H (-8.755, 7.676, 5.537)
H (-7.139, 8.124, 5.988)
H (-6.630, 8.461, 3.487)
H (-8.233, 7.776, 3.149)
C (-11.377, 8.029, 7.457)
C (-11.541, 9.510, 7.143)
C (-12.351, 10.219, 8.269)
C (-13.112, 11.375, 7.791)
N (-13.707, 12.280, 7.418)
H (-12.335, 7.549, 7.643)
H (-10.758, 7.924, 8.352)
H (-10.847, 7.523, 6.650)
H (-12.036, 9.751, 6.203)
H (-10.575, 10.013, 7.128)
H (-11.685, 10.584, 9.056)
H (-13.041, 9.530, 8.761)
C (-7.198, 7.923, 8.981)
C (-6.554, 8.128, 10.340)
C (-7.161, 7.294, 11.482)
C (-7.239, 5.862, 11.163)
N (-7.332, 4.741, 10.910)
H (-6.568, 8.461, 8.273)
H (-8.189, 8.388, 8.980)
H (-7.370, 6.892, 8.673)
H (-6.706, 9.172, 10.627)
H (-5.470, 7.989, 10.324)
H (-8.197, 7.618, 11.626)
H (-6.601, 7.420, 12.406)
C (-5.020, 11.233, 5.487)
C (-4.523, 10.274, 6.548)
C (-4.600, 10.799, 7.969)
C (-5.966, 11.174, 8.381)
N (-7.016, 11.471, 8.752)
H (-6.059, 11.500, 5.690)
H (-5.015, 10.776, 4.497)
H (-4.471, 12.171, 5.386)
H (-3.494, 9.965, 6.338)
H (-5.088, 9.337, 6.499)
H (-3.973, 11.678, 8.131)
H (-4.282, 10.037, 8.686)

Forces on the atoms, in the same order (eV/Å):
Br -0.07 0.00 -0.07
C -0.37 -0.17 0.71
C 0.05 0.09 -0.23
Br 0.06 -0.08 -0.05
H -0.03 0.01 -0.14
H 0.18 0.18 -0.14
H 0.08 -0.11 -0.05
H 0.03 0.00 -0.08
C 0.37 0.40 -0.17
C -0.37 0.74 0.82
C 0.17 0.01 0.09
C 0.20 -0.35 0.17
N -0.17 0.26 -0.15
H -0.03 -0.12 -0.12
H -0.09 -0.09 0.05
H -0.15 -0.14 -0.02
H 0.05 -0.47 -0.16
H 0.06 -0.16 -0.25
H 0.01 -0.09 -0.05
H -0.10 0.00 -0.14
C -0.27 0.36 0.12
C 0.02 0.03 0.61
C -0.28 -0.19 -0.59
C 0.06 -0.46 0.00
N 0.09 0.56 0.08
H -0.24 -0.17 -0.36
H 0.10 0.15 -0.09
H 0.48 -0.13 0.09
H 0.08 0.02 -0.05
H -0.06 -0.25 -0.16
H 0.10 0.04 0.24
H -0.08 0.05 0.08
C -0.50 0.28 -0.32
C 0.40 -0.45 -0.34
C -0.38 0.14 0.51
C -0.22 0.18 0.12
N 0.39 -0.19 -0.22
H 0.07 0.05 -0.01
H 0.05 -0.12 0.06
H 0.25 -0.13 0.32
H -0.01 0.18 0.13
H -0.14 0.12 -0.04
H 0.08 -0.01 -0.11
H 0.14 0.02 -0.07

The SMILES is BrCCBr.CCCC#N.CCCC#N.CCCC#N. The lowest unoccupied orbital energy comes out at 0.406 eV.

Mulliken atomic charge list, values in e, 4 entries: Br -0.15; C -0.15; C -0.60; Br -0.18

***

The following is a quantum chemistry calculation of a 2-piece molecular cluster, C14H25N3O12P2 overall at a distorted geometry, from OMol25.

Cartesian coordinates (Å):
O (-3.362, -0.997, 3.869)
C (-3.090, -0.395, 2.830)
C (-4.186, 0.310, 2.137)
O (-5.451, 0.260, 2.687)
C (-3.922, 0.976, 0.951)
C (-5.017, 1.660, 0.152)
C (-4.791, 3.160, -0.063)
O (-3.804, 3.376, -1.083)
P (-4.030, 4.737, -1.947)
O (-4.852, 5.739, -1.251)
O (-2.642, 5.437, -2.186)
O (-4.711, 4.412, -3.328)
C (-2.552, 0.929, 0.428)
C (-1.546, 0.266, 1.100)
N (-1.787, -0.390, 2.324)
C (-0.736, -1.137, 3.055)
P (0.978, -1.044, 2.473)
O (1.474, 0.315, 2.157)
O (1.141, -1.852, 1.130)
O (1.987, -1.579, 3.563)
H (-5.394, -0.288, 3.499)
H (-5.979, 1.536, 0.656)
H (-5.104, 1.171, -0.823)
H (-4.482, 3.635, 0.874)
H (-5.758, 3.590, -0.351)
H (-2.459, 5.765, -1.298)
H (-4.851, 5.305, -3.663)
H (-2.326, 1.409, -0.520)
H (-0.566, 0.265, 0.632)
H (-0.996, -2.198, 3.053)
H (-0.717, -0.799, 4.093)
H (1.968, -1.486, 0.758)
H (2.815, -1.175, 3.275)
C (5.828, -1.893, -0.274)
N (5.570, -2.193, -1.682)
C (4.567, -1.848, -2.505)
O (4.649, -2.244, -3.658)
C (3.355, -0.960, -2.134)
C (3.510, 0.078, -1.011)
O (3.249, -0.423, 0.282)
N (2.033, -1.625, -2.131)
C (1.651, -2.826, -1.694)
C (2.624, -3.776, -1.027)
O (0.488, -3.167, -1.838)
H (5.020, -2.262, 0.356)
H (6.750, -2.388, 0.035)
H (5.954, -0.820, -0.122)
H (6.258, -2.770, -2.143)
H (3.303, -0.323, -3.017)
H (4.504, 0.522, -1.051)
H (2.791, 0.876, -1.201)
H (2.837, 0.292, 0.811)
H (1.281, -1.126, -2.577)
H (3.161, -3.262, -0.239)
H (3.310, -4.174, -1.772)
H (2.055, -4.597, -0.591)

Forces on the atoms, in the same order (eV/Å):
O 0.27 -0.13 0.16
C -0.55 -0.40 0.87
C 0.71 0.79 -1.50
O 1.30 -0.31 0.01
C 0.31 -0.74 0.54
C 0.44 0.00 0.22
C -1.05 -0.66 0.61
O 0.17 1.32 -1.70
P -1.77 0.71 2.44
O -0.36 -0.28 0.57
O 1.04 -1.23 -0.65
O 1.17 -0.88 -0.33
C -0.02 -0.79 1.35
C -1.32 0.64 -0.55
N 0.31 0.93 -1.68
C -0.48 -0.50 0.10
P 0.46 2.25 -1.55
O -0.30 1.25 0.13
O -0.95 -1.30 0.83
O -0.75 -1.37 0.67
H 0.24 0.22 -0.40
H 0.18 0.02 0.03
H 0.01 0.06 0.00
H 0.11 0.02 -0.27
H 0.37 0.11 -0.06
H 0.51 0.52 0.06
H -0.49 0.16 -0.59
H -0.03 -0.12 0.26
H -0.03 -0.31 0.65
H -0.17 -0.06 0.22
H -0.05 -0.07 0.01
H 0.32 0.12 -0.79
H 0.38 0.12 0.35
C -0.27 0.02 -0.23
N 0.67 0.07 1.37
C -0.23 -0.58 -0.92
O -0.61 0.17 -0.17
C -0.41 0.34 0.15
C -0.29 -0.11 -0.13
O 0.09 0.03 0.34
N 1.70 1.40 -0.15
C -0.99 -1.80 0.56
C -0.11 0.31 -0.17
O -0.09 0.05 -0.10
H 0.06 0.13 0.08
H -0.11 0.02 -0.19
H -0.02 -0.07 0.15
H -0.16 0.12 -0.13
H 0.20 -0.06 -0.17
H 0.17 0.01 -0.11
H -0.02 0.05 -0.21
H -0.05 -0.42 0.11
H 0.02 0.04 -0.10
H 0.35 -0.02 0.10
H 0.20 0.02 0.04
H -0.02 0.18 -0.11

The SMILES is O=c1c(O)c(CCOP(=O)(O)O)ccn1CP(=O)(O)O.CNC(=O)[C@H](CO)NC(C)=O. The lowest unoccupied orbital energy comes out at 0.165 eV.

Mulliken atomic charge list, values in e, 4 entries: O -0.75; C 0.72; C 0.65; O -0.61

***

The following is a quantum chemistry calculation of C14H26AsN2O2 as an isolated structure at a distorted geometry, from OMol25.

Cartesian coordinates (Å):
C (7.252, 0.869, -1.172)
C (6.783, 0.716, 0.233)
As (4.854, 0.062, 0.509)
C (2.859, -0.315, 0.823)
C (2.303, -1.528, -0.131)
C (0.681, -1.863, 0.100)
N (0.023, -0.554, 0.471)
C (-1.484, -0.590, 0.355)
C (-1.938, 0.974, -0.026)
C (-2.811, 1.381, -1.362)
C (-3.124, 2.990, -1.601)
C (-2.570, 4.172, -0.557)
C (-1.716, 3.780, 0.789)
C (-1.414, 2.155, 1.021)
O (-0.622, 1.853, 2.260)
H (8.011, 0.075, -1.581)
H (6.913, 1.808, -1.827)
H (7.398, 0.970, 1.203)
H (5.300, -1.127, 1.395)
H (4.887, -0.771, -0.796)
H (4.405, 1.300, -0.360)
H (4.773, 1.004, 1.774)
H (2.321, 0.731, 0.619)
H (2.618, -0.597, 1.933)
H (2.416, -1.214, -1.267)
H (2.914, -2.536, -0.016)
H (0.515, -2.668, 0.967)
H (0.191, -2.327, -0.866)
H (0.331, 0.126, -0.285)
H (-1.893, -0.811, 1.455)
H (-1.908, -1.382, -0.397)
H (-3.165, 0.517, -2.074)
H (-3.721, 3.325, -2.550)
H (-2.785, 5.310, -0.769)
H (-1.286, 4.587, 1.554)
H (-1.217, 1.909, 3.067)
O (-3.508, -2.297, -1.131)
C (-4.572, -2.325, -0.522)
N (-4.870, -1.378, 0.410)
C (-5.616, -3.380, -0.745)
H (-5.731, -1.359, 0.936)
H (-4.181, -0.657, 0.577)
H (-5.187, -4.360, -0.522)
H (-5.938, -3.349, -1.790)
H (-6.490, -3.227, -0.105)

Forces on the atoms, in the same order (eV/Å):
C 0.28 -0.19 2.51
C 1.54 1.39 -2.62
As -1.51 2.40 0.05
C -1.83 -0.82 0.15
C -0.74 0.09 -0.53
C 0.63 -0.46 0.22
N -0.65 -0.36 -2.18
C -0.23 1.26 0.63
C -0.59 2.68 -0.09
C 1.76 3.42 3.35
C 2.11 -1.04 2.94
C 0.88 -3.86 1.02
C -1.45 -3.37 -3.23
C -1.55 1.83 -1.41
O -2.72 0.43 -1.94
H -0.26 2.57 0.82
H -0.51 -3.14 0.90
H -0.25 -2.13 -1.77
H 0.60 -0.58 0.32
H 0.25 -0.53 -0.31
H -0.28 0.46 -0.52
H -0.02 0.12 0.65
H 1.05 -2.39 0.28
H 0.55 0.45 -1.84
H -0.17 -0.56 2.23
H -1.11 2.15 -0.04
H 0.41 1.83 -1.65
H 0.95 0.76 1.59
H -0.27 -1.06 1.34
H 0.58 0.37 -2.28
H 0.78 1.83 1.39
H 0.75 2.03 1.52
H 1.29 -0.72 2.06
H 0.40 -2.64 0.35
H -1.08 -2.06 -1.95
H 0.75 0.00 -1.71
O -1.01 -0.40 -0.05
C 0.64 0.45 0.00
N -0.02 0.10 0.09
C -0.32 -0.16 0.08
H 0.28 -0.10 -0.25
H -0.11 -0.03 -0.03
H -0.04 0.13 -0.16
H 0.13 -0.10 0.13
H 0.07 -0.06 -0.09

As for the total charge: -1. The lowest unoccupied orbital energy comes out at 2.145 eV.

Mulliken atomic charge list, values in e, 4 entries: C -0.50; C -0.42; As -0.88; C -0.70

***

The following is a quantum chemistry calculation of C14H26Br6O12 as an isolated structure at a distorted geometry, from OMol25.

Cartesian coordinates (Å):
C (-26.155, -4.412, -0.416)
Br (-27.500, -4.721, 1.077)
Br (-26.196, -2.550, -0.964)
Br (-26.656, -5.448, -2.012)
H (-25.141, -4.742, -0.190)
C (-28.944, -2.205, -1.182)
Br (-28.298, -1.903, -2.976)
Br (-29.571, -4.150, -0.875)
Br (-30.141, -0.748, -0.406)
H (-28.030, -2.111, -0.597)
C (-29.904, -5.449, -3.217)
O (-29.706, -6.803, -2.854)
C (-30.442, -7.275, -1.928)
O (-31.410, -6.727, -1.297)
O (-30.101, -8.625, -1.723)
C (-31.014, -9.406, -0.915)
H (-28.876, -5.226, -3.499)
H (-30.354, -4.751, -2.510)
H (-30.353, -5.354, -4.205)
H (-31.593, -8.776, -0.239)
H (-30.547, -10.201, -0.334)
H (-31.672, -9.912, -1.621)
C (-31.422, -1.834, -2.659)
O (-32.077, -0.809, -1.952)
C (-32.845, 0.004, -2.622)
O (-32.848, 0.059, -3.874)
O (-33.200, 0.904, -1.720)
C (-33.746, 2.101, -2.189)
H (-32.092, -2.509, -3.193)
H (-30.740, -2.412, -2.035)
H (-30.751, -1.327, -3.353)
H (-34.112, 2.632, -1.311)
H (-34.603, 2.130, -2.862)
H (-33.086, 2.866, -2.599)
C (-27.811, -2.283, -5.336)
O (-27.490, -0.978, -5.805)
C (-27.060, -0.113, -4.909)
O (-27.071, -0.330, -3.708)
O (-26.733, 1.099, -5.353)
C (-26.388, 2.180, -4.533)
H (-26.841, -2.773, -5.417)
H (-28.358, -2.873, -6.072)
H (-28.307, -2.418, -4.374)
H (-27.091, 2.411, -3.733)
H (-26.402, 3.048, -5.192)
H (-25.435, 1.972, -4.046)
C (-31.504, -3.712, 0.930)
O (-30.690, -4.443, 1.886)
C (-31.061, -4.815, 3.103)
O (-32.172, -4.599, 3.486)
O (-30.076, -5.537, 3.699)
C (-30.230, -6.000, 4.992)
H (-31.228, -3.829, -0.118)
H (-31.504, -2.696, 1.326)
H (-32.494, -4.169, 0.953)
H (-30.232, -5.256, 5.789)
H (-29.507, -6.796, 5.170)
H (-31.185, -6.525, 5.044)

Forces on the atoms, in the same order (eV/Å):
C -1.31 -0.27 -0.08
Br 2.76 -0.18 0.07
Br 3.88 -1.03 0.89
Br 0.59 -0.15 0.56
H -0.41 0.27 0.43
C -0.96 0.01 1.74
Br -4.30 -0.86 9.81
Br 3.32 2.79 -0.22
Br 2.81 -0.92 1.00
H -1.84 -0.13 0.28
C 0.75 0.40 -3.31
O 0.21 0.02 -0.31
C -4.63 -2.04 3.98
O 3.77 -1.38 -2.41
O -0.15 1.76 0.16
C -0.62 0.25 -0.43
H 0.00 1.03 0.59
H -0.24 -1.42 -1.36
H -0.83 -0.69 -0.03
H 0.10 0.05 -0.19
H 0.77 0.42 -0.22
H -0.25 0.10 0.09
C 0.42 -0.19 -1.58
O -1.87 -2.00 0.28
C 2.52 0.82 -3.85
O -1.27 0.15 3.29
O -1.13 0.39 -0.60
C -1.25 2.64 0.54
H -0.23 0.23 0.03
H -1.48 0.30 -0.09
H -0.39 -0.23 -0.41
H -0.08 -0.34 0.32
H 0.07 -1.19 -0.18
H 0.95 -0.75 -0.29
C 2.35 -1.59 -3.53
O -0.41 1.56 -0.90
C -0.20 1.70 1.97
O 3.03 2.25 -2.27
O -0.92 -1.69 -2.61
C 0.13 0.42 1.05
H 0.12 -0.47 0.92
H -0.56 0.84 -0.41
H 0.09 -1.21 -4.85
H -0.35 -0.51 -0.05
H 0.49 -0.18 0.04
H 0.16 0.32 -0.23
C -2.82 -0.18 2.54
O 2.58 -0.70 -1.20
C -0.93 -0.14 -1.30
O -0.39 -0.16 1.59
O 0.52 1.57 -1.95
C -1.47 -1.39 1.09
H -0.82 0.45 1.85
H -0.33 0.07 -0.59
H -0.37 0.34 0.50
H 0.29 0.26 -0.29
H 0.39 0.46 -0.11
H -0.29 0.11 0.25

The lowest unoccupied orbital energy comes out at -0.272 eV.

Mulliken atomic charge list, values in e, 4 entries: C -0.40; Br -0.04; Br -0.10; Br -0.03

***

The following is a quantum chemistry calculation of C14H26BrGeN5OSSeSr as an isolated structure at a distorted geometry, from OMol25.

Cartesian coordinates (Å):
Sr (-1.263, 0.870, -0.973)
Br (0.945, 1.832, 0.520)
C (1.844, -3.401, 1.422)
N (1.352, -2.397, 2.347)
C (2.221, -1.291, 2.772)
C (1.281, -0.450, 3.649)
N (-0.023, -0.952, 3.214)
C (0.050, -2.095, 2.532)
S (-1.301, -3.016, 2.025)
H (2.485, -2.930, 0.673)
H (1.000, -3.874, 0.930)
H (2.421, -4.162, 1.946)
H (2.550, -0.730, 1.899)
H (3.085, -1.664, 3.318)
H (1.377, 0.610, 3.438)
H (1.430, -0.641, 4.711)
H (-0.903, -0.642, 3.586)
C (-3.133, -0.210, -0.036)
O (-2.018, -0.277, 0.857)
H (-4.109, -0.213, 0.435)
H (-3.124, -1.014, -0.765)
H (-3.074, 0.771, -0.540)
H (-2.012, -1.154, 1.279)
Se (-3.305, 0.554, -3.071)
N (-4.858, 1.162, -2.181)
C (-4.446, 2.109, -1.330)
C (-5.131, 2.478, -0.128)
C (-4.365, 2.943, 0.955)
C (-2.980, 3.119, 0.850)
N (-2.293, 2.947, -0.322)
C (-3.005, 2.469, -1.380)
N (-2.323, 1.968, -2.469)
H (-6.174, 2.219, -0.005)
H (-4.836, 3.103, 1.916)
H (-2.372, 3.370, 1.711)
C (3.366, -1.284, -3.216)
Ge (2.645, -0.036, -1.934)
C (2.330, 1.596, -2.936)
C (3.990, 0.210, -0.628)
C (0.959, -0.909, -1.437)
H (4.222, -0.827, -3.722)
H (2.616, -1.553, -3.969)
H (3.695, -2.210, -2.732)
H (2.240, 1.364, -4.001)
H (3.148, 2.306, -2.787)
H (1.419, 2.089, -2.616)
H (4.856, 0.590, -1.181)
H (4.268, -0.733, -0.148)
H (3.690, 0.934, 0.128)
H (0.889, -1.289, -0.418)
H (0.675, -1.660, -2.188)

Forces on the atoms, in the same order (eV/Å):
Sr 9.19 -1.74 1.10
Br 0.52 0.14 0.52
C -0.07 0.10 0.18
N -0.03 -0.10 -0.29
C -0.35 -0.12 0.16
C -0.11 -0.16 -0.35
N -0.11 0.24 0.23
C -0.03 -0.48 -0.11
S 0.53 0.29 0.16
H 0.01 0.04 -0.04
H -0.05 -0.01 0.00
H 0.04 -0.01 0.04
H 0.07 0.11 -0.14
H 0.04 -0.02 0.00
H 0.00 0.11 -0.03
H 0.01 -0.02 0.11
H 0.04 0.05 -0.02
C -1.47 -0.62 1.37
O -1.40 0.21 0.16
H -0.04 -0.01 0.39
H 0.13 -0.17 -0.12
H -2.31 -1.47 1.24
H 0.27 -0.66 0.30
Se -1.96 1.56 -1.22
N 0.66 -0.09 0.02
C 0.73 -0.44 0.54
C 0.75 0.14 -0.05
C -0.13 -0.12 -0.70
C 0.02 0.04 -1.22
N -1.65 0.25 0.06
C -1.24 1.13 -0.84
N -2.16 1.95 -1.08
H 0.01 0.08 -0.04
H -0.01 0.01 -0.07
H -0.02 0.07 -0.08
C 0.21 -0.66 -0.48
Ge -1.03 0.34 -0.61
C -0.06 0.24 -0.23
C 0.58 0.04 0.88
C 1.14 -0.95 -0.14
H -0.08 -0.13 0.02
H 0.16 0.08 0.06
H 0.02 0.11 -0.11
H 0.08 0.06 0.06
H -0.06 -0.11 -0.06
H -0.13 0.15 0.09
H 0.01 -0.04 0.17
H 0.04 0.11 -0.03
H 0.08 -0.02 -0.03
H -0.42 0.18 0.03
H -0.45 0.30 0.20

The lowest unoccupied orbital energy (spin up / spin down) comes out at -1.258 / -1.277 eV.

Mulliken atomic charge list, values in e, 4 entries: Sr 1.75; Br -0.63; C -0.91; N 0.03

***

| no. | calculated total energy (eV) |
| --- | --- |
| 1 | -159478.14916 |
| 2 | -62547.01152 |
| 3 | -82835.40753 |
| 4 | -459750.93243 |
| 5 | -228010.36571 |